[1]
35
Properties=species:S:1:pos:R:3:forces:R:3:lowdin_charge:R:1 method="wB97M-V/def2-TZVPD" largest_force_ev_per_a=3.8 spin_multiplicity=1 gap_ha=0.30863 de_lowest_kj_mol=178.5
C -4.105015 1.081549 -0.125861 0.3 1.3 -0.4 -0.054
C -2.927767 1.024258 0.782724 -0.2 1.5 0.2 -0.250
C -2.116272 2.104004 1.054168 1.3 -2.9 -0.5 -0.012
N -0.962213 1.593872 1.709826 -0.8 2.1 0.6 0.056
C -1.179629 0.339948 2.153184 -2.4 -0.6 -2.9 -0.245
C -0.406674 -0.538543 2.820389 1.7 -1.8 2.5 -0.046
C -0.868258 -1.864655 2.930548 0.7 1.6 -0.6 -0.104
C -2.082734 -2.247570 2.371097 -0.8 -0.9 1.2 -0.112
C -2.989122 -1.366357 1.777929 2.8 1.0 -0.6 -0.010
C -2.433236 -0.103458 1.497535 0.7 0.2 1.5 -0.118
H -4.329779 2.114713 -0.404224 -0.4 0.4 1.0 0.073
H -4.974272 0.605498 0.309913 -0.3 -0.3 -0.5 0.076
H -3.843332 0.869588 -1.163294 -0.1 -1.6 0.1 0.082
H -2.166866 3.087908 0.666105 0.1 0.7 -0.2 0.107
H -0.041426 1.975700 1.598174 0.1 0.4 0.3 0.128
H 0.492427 -0.305028 3.478791 -1.1 0.1 -1.4 0.131
H -0.166705 -2.519911 3.435261 -0.6 -0.4 0.0 0.096
H -2.364409 -3.253573 2.653066 -0.3 -0.2 -0.4 0.092
H -3.918736 -1.600321 1.331512 -0.8 -0.6 -0.1 0.094
C 2.970490 -2.167207 -2.972510 -1.0 -0.7 -2.7 -0.069
C 2.626297 -0.866113 -2.342283 0.9 -0.1 0.8 -0.291
C 3.629251 0.095401 -2.363998 -0.4 0.5 0.2 -0.047
C 3.478425 1.209013 -1.556573 0.2 1.7 -0.2 -0.039
C 2.342357 1.425225 -0.822553 -2.7 -0.5 0.8 -0.316
O 2.072640 2.544847 -0.052853 0.4 0.2 0.1 0.015
C 1.234955 0.545951 -0.886067 1.8 -0.3 -0.8 0.013
C 1.461557 -0.602045 -1.632668 -0.8 -0.8 0.0 -0.038
H 2.714562 -2.108945 -4.041851 0.0 0.5 -0.3 0.082
H 2.411953 -3.097177 -2.827701 0.1 0.3 1.3 0.082
H 4.027459 -2.351647 -3.067804 0.4 -0.2 0.7 0.069
H 4.458692 0.032706 -3.059147 0.2 -0.2 0.3 0.117
H 4.098084 2.111739 -1.571069 0.5 -0.7 -0.2 0.121
H 2.857882 2.906579 0.370253 0.2 -0.1 -0.2 0.102
H 0.299502 0.704666 -0.372187 0.1 0.2 0.1 0.098
H 0.699904 -1.380621 -1.677820 0.0 0.2 0.2 0.117

---

[2]
35
Properties=species:S:1:pos:R:3:forces:R:3:lowdin_charge:R:1 method="wB97M-V/def2-TZVPD" largest_force_ev_per_a=5.2 spin_multiplicity=1 gap_ha=0.31297 de_lowest_kj_mol=321.9
C 2.571742 -0.077393 -1.912845 -1.0 2.4 1.1 -0.033
C 1.605111 -0.917242 -1.106694 -0.1 -0.6 0.6 -0.232
C 0.316273 -1.330927 -1.410746 3.5 -1.2 3.7 0.003
N -0.140369 -2.183969 -0.340590 -0.5 3.2 -3.6 0.095
C 0.736021 -2.244139 0.623528 4.1 0.8 0.1 -0.260
C 0.804382 -3.002287 1.759982 0.6 -0.1 2.8 -0.011
C 1.856816 -2.733390 2.677625 0.7 1.5 -4.8 -0.082
C 3.008348 -2.001885 2.311951 -0.1 1.1 -1.5 -0.092
C 3.031199 -1.368472 1.048068 -1.3 -0.8 -0.2 -0.027
C 1.895231 -1.448765 0.182667 0.2 -0.9 2.4 -0.119
H 1.938768 0.845550 -2.197921 1.7 -0.9 0.4 0.076
H 2.785472 -0.535016 -2.806343 0.2 -1.3 -2.4 0.031
H 3.644482 0.160790 -1.561782 -2.1 -0.1 0.4 0.110
H -0.184720 -0.981538 -2.212618 -2.3 0.4 -2.3 0.083
H -0.792121 -2.854179 -0.526706 -2.2 -1.8 -0.3 0.118
H 0.049809 -3.719753 2.092076 -0.1 0.4 -0.3 0.108
H 1.875645 -2.974037 3.634651 -0.5 -2.1 4.1 0.042
H 3.910945 -1.855440 2.951662 -1.1 -0.3 -0.3 0.107
H 3.911565 -0.870775 0.687660 0.3 0.3 0.0 0.087
C -2.562533 1.638534 2.192883 2.2 -2.5 -0.2 -0.065
C -2.360846 1.658796 0.657566 0.9 2.1 -0.8 -0.246
C -1.009910 1.552698 0.120230 -1.4 -1.5 3.6 -0.062
C -0.615910 1.861833 -1.127016 0.0 -0.4 -1.9 -0.042
C -1.706543 2.170475 -1.920989 -1.2 1.1 -2.7 -0.344
O -1.564925 2.588275 -3.217864 3.3 0.9 -1.5 -0.009
C -3.071586 2.134560 -1.627337 1.5 0.4 2.5 -0.013
C -3.352870 2.003573 -0.263257 -0.6 -1.2 0.3 -0.056
H -2.733362 0.543808 2.335467 1.0 0.2 0.6 0.076
H -3.452619 1.906031 2.721998 -0.7 1.5 -0.5 0.049
H -1.604943 1.993219 2.767048 -1.9 -0.8 -1.1 0.110
H -0.377211 0.979364 0.789169 0.7 0.6 0.2 0.111
H 0.397940 1.691589 -1.632056 -1.6 0.4 1.3 0.113
H -0.595865 2.864978 -3.425911 -2.5 -0.9 0.7 0.151
H -3.809170 2.511217 -2.305328 -0.1 -0.2 -0.5 0.111
H -4.404247 1.993907 0.041788 0.3 0.4 0.1 0.112

---

[3]
36
Properties=species:S:1:pos:R:3:forces:R:3:lowdin_charge:R:1 method="wB97M-V/def2-TZVPD" largest_force_ev_per_a=17.0 spin_multiplicity=1 gap_ha=0.32439 de_lowest_kj_mol=1212.5
O 0.913459 -0.053394 2.646399 2.2 -0.1 0.2 0.144
C 0.149364 0.304291 1.802218 -2.7 -2.4 2.8 -0.753
N -1.012543 -0.293452 1.655709 -7.3 -7.4 -0.3 0.139
C -2.178149 -0.328270 0.753664 -1.8 0.5 -3.3 -0.081
C -3.062110 -1.572988 0.537280 5.4 5.7 3.2 -0.031
C -4.214015 -1.472426 -0.129805 -1.7 -4.3 -1.0 -0.217
C -4.487943 -0.405259 -0.811811 -1.9 8.7 -8.2 -0.127
C -3.580623 0.839060 -1.008086 -1.4 -1.3 2.9 -0.059
C -2.538994 0.844936 -0.107393 2.1 -1.9 1.7 -0.071
H -1.809816 1.637903 0.047728 -0.6 0.3 -0.5 0.086
H -3.800623 1.888941 -1.478542 -0.1 -2.7 0.4 0.131
H -5.338086 -0.173476 -1.763994 1.9 -1.8 3.4 0.163
H -4.786108 -2.428147 -0.351884 0.3 1.4 0.8 0.142
H -2.882053 -2.175003 1.345503 0.3 -2.7 1.3 0.063
H -1.179897 -1.235497 2.126951 1.4 2.0 -0.1 0.176
O -0.008646 1.380625 1.168710 4.8 3.9 -2.5 0.068
C 1.363192 1.905053 1.039675 -8.3 9.7 -4.1 -0.141
C 1.619629 2.386942 -0.376133 2.0 2.8 -3.4 -0.141
H 2.809255 2.848422 -0.548560 -3.3 -1.6 1.0 0.173
H 1.022632 3.343311 -0.645041 0.7 -1.6 0.6 0.117
C 1.353405 1.281517 -1.529896 3.3 0.7 5.8 -0.093
C 1.761411 0.053553 -0.765202 5.3 -1.4 -2.6 -0.252
C 0.981421 -0.978056 -0.698786 -5.8 -4.3 0.7 -0.085
C 1.346727 -2.253837 -0.063316 4.9 6.3 -3.6 -0.018
C 2.732100 -2.311299 -0.121927 -2.8 -10.6 6.9 -0.118
C 3.718895 -1.422735 -0.064714 -0.7 -3.4 0.2 -0.159
C 3.221650 -0.420526 -0.574993 -2.1 16.5 -3.5 -0.039
H 3.957828 0.730533 -0.737345 -1.7 -3.5 0.5 0.188
H 4.592424 -1.614914 0.330246 4.6 -0.8 1.3 0.078
H 3.098222 -3.462206 0.604902 -0.9 2.9 -2.6 0.186
H 0.711533 -2.998152 -0.158923 -2.7 -3.7 0.3 0.047
H -0.081716 -0.984457 -1.157939 1.5 0.5 1.1 0.152
H 0.359247 1.259387 -1.614395 -3.9 -0.3 -0.9 0.056
H 1.877500 1.390329 -2.405876 1.2 0.6 -2.0 0.091
H 1.247837 2.897388 1.619343 0.3 -1.2 -0.7 0.165
H 2.123584 1.591919 1.436227 7.3 -5.4 4.4 0.022

---

[4]
39
Properties=species:S:1:pos:R:3:forces:R:3:lowdin_charge:R:1 method="wB97M-V/def2-TZVPD" charge=+2 largest_force_ev_per_a=5.7 spin_multiplicity=1 gap_ha=0.20841
C 4.223646 0.197927 2.318926 -1.4 0.4 0.3 -0.005
C 3.806785 1.405187 1.324587 3.2 1.3 -1.1 -0.389
O 4.735598 2.002073 0.742819 -4.3 -2.3 2.0 0.129
O 2.416715 1.722651 1.215364 2.1 -1.8 -1.3 -0.058
C 1.975787 1.743627 -0.196783 -1.4 0.7 -0.9 -0.089
C 0.996470 0.492339 -0.571863 -1.4 -1.9 0.0 -0.014
C 1.396286 -0.978232 -0.167800 -3.9 1.1 -2.2 -0.117
C 0.362863 -2.143820 -0.528565 -0.6 1.6 -0.3 -0.077
C -0.989546 -1.824243 -1.264179 1.1 2.0 0.6 -0.006
C -1.394033 -0.384861 -1.674873 4.4 -0.9 2.1 0.111
C -0.372245 0.780178 -1.310529 0.2 -2.3 0.4 -0.046
C -0.852087 2.263750 -1.712262 -0.7 -0.8 -0.5 -0.160
C -1.703417 2.952393 -0.535211 0.3 0.5 0.9 -0.175
C -2.751354 1.986587 0.198342 0.0 -1.2 -0.6 -0.302
N -3.543363 2.641781 1.287946 -0.1 -1.4 -0.4 -0.024
C -2.005401 -3.056400 -1.563341 -1.1 -0.5 -1.6 -0.248
O -2.714818 -3.124427 -2.592546 2.8 0.6 4.3 0.115
C -2.022013 -4.205014 -0.415865 3.1 0.8 0.7 0.077
C -0.783612 -4.507513 0.248200 -1.9 1.1 -1.2 0.009
C 0.577810 -3.737106 -0.149883 1.0 -1.2 -1.1 -0.325
O 1.727206 -4.332187 -0.204208 -4.4 3.3 1.4 0.001
H 4.661595 -0.696045 1.757854 -0.1 1.5 0.5 0.094
H 4.923210 0.594723 3.139853 -0.9 -0.8 -1.4 0.132
H 3.270068 -0.165321 2.868349 1.1 0.7 -0.4 0.023
H 2.841465 1.806814 -0.938897 -1.0 -0.3 1.2 0.156
H 1.379529 2.725583 -0.306716 0.9 -1.8 0.1 0.138
H 2.404556 -1.192877 0.371914 -1.3 1.4 -2.8 -0.008
H -2.373595 -0.135946 -2.212367 1.7 -0.6 0.9 0.143
H 0.001903 2.927188 -2.099524 -1.2 -1.1 0.8 0.129
H -1.564961 2.126226 -2.615450 1.2 0.1 1.4 0.132
H -0.950386 3.389167 0.229720 -1.3 -0.7 -1.0 0.118
H -2.302016 3.850175 -0.930944 1.0 -1.4 0.4 0.135
H -3.484103 1.570110 -0.598592 1.2 0.7 1.1 0.124
H -2.260848 1.041737 0.661461 -0.3 1.5 -1.0 0.105
H -4.533410 2.378273 1.105703 0.9 0.6 0.4 0.081
H -3.302256 2.134264 2.160608 -0.3 0.8 -0.7 0.070
H -3.017303 -4.692871 -0.157793 1.6 0.5 -0.5 0.146
H -0.753169 -5.290559 1.095754 0.2 1.2 -1.7 0.136
Sr 1.972444 -2.265332 2.020793 -0.3 -1.3 1.2 1.735

---

[5]
43
Properties=species:S:1:pos:R:3:forces:R:3:lowdin_charge:R:1 method="wB97M-V/def2-TZVPD" charge=-2 largest_force_ev_per_a=0.6 spin_multiplicity=1 gap_ha=0.16072
Tl -0.675041 3.050931 0.108475 0.1 0.1 0.0 0.589
Se 0.853345 6.140061 -0.602286 -0.2 0.3 -0.5 -0.416
Se 1.838003 4.579338 0.782718 0.3 -0.3 0.2 -0.423
Te 0.333160 5.220003 2.765404 -0.1 0.3 0.1 0.073
Se 1.162091 4.002767 4.755777 0.1 -0.2 0.0 -0.495
C -2.456502 0.457442 2.456324 0.2 0.1 -0.1 -0.024
C -0.935158 0.569012 2.509987 0.2 0.1 0.1 -0.499
C -0.412053 0.049693 3.849117 0.0 0.0 0.0 -0.024
O -0.674668 1.975030 2.508407 -0.3 -0.5 0.0 -0.261
C -0.158182 -0.098347 1.263836 -0.1 0.5 -0.3 -0.489
O 0.628930 -1.263002 1.819300 0.3 -0.1 -0.1 -0.040
O 0.526646 0.752103 0.590930 -0.3 -0.6 0.0 -0.201
H -2.858471 1.056573 3.274236 -0.1 0.0 0.0 0.088
H -2.786580 -0.577195 2.569794 0.0 0.0 0.0 0.078
H -2.832178 0.864313 1.514805 -0.1 -0.1 0.0 0.082
H -0.839288 0.666804 4.641869 0.0 0.0 0.0 0.087
H 0.672000 0.153511 3.887048 0.0 0.0 0.0 0.094
H -0.663811 -0.998283 4.022671 0.0 0.0 0.0 0.072
H 0.216748 2.107954 2.871336 0.0 0.3 0.1 0.002
O -2.054055 0.596637 -1.717493 -0.1 0.2 0.2 -0.554
S -1.449958 -0.640138 -2.258172 0.4 -0.2 -0.2 0.975
C -0.680992 -1.574601 -0.911673 0.1 0.0 -0.1 -0.319
C -1.068447 -1.268232 0.481377 0.2 0.1 0.2 -0.104
C -0.371603 -2.203010 1.489931 -0.2 0.0 -0.1 -0.316
C 0.223447 -3.474976 0.981938 0.0 0.0 0.1 -0.028
C 0.476368 -3.630547 -0.317281 0.0 -0.3 0.2 -0.094
C 0.055741 -2.633584 -1.280556 -0.1 0.3 0.0 -0.095
C 0.071405 -0.216953 -3.150921 -0.2 -0.2 0.1 -0.368
C 1.088168 0.492531 -2.527681 0.0 0.1 0.1 -0.035
C 2.235927 0.775301 -3.253237 0.0 0.1 0.0 -0.054
C 2.360121 0.352731 -4.571500 0.0 -0.1 -0.1 -0.097
C 1.335192 -0.356020 -5.182969 0.1 0.1 0.0 -0.107
C 0.180839 -0.641702 -4.466158 -0.1 0.0 0.0 -0.113
H -2.144505 -1.115747 0.554235 0.0 0.0 0.0 0.118
H -1.011422 -2.417039 2.361684 -0.1 0.0 0.0 0.129
H 0.482317 -4.236119 1.709745 0.0 -0.1 -0.1 0.096
H 0.942803 -4.539431 -0.682428 0.1 0.0 0.0 0.090
H 0.300614 -2.784979 -2.326267 0.0 0.0 0.0 0.099
H 0.981236 0.788654 -1.483934 0.0 -0.1 0.0 0.093
H 3.036389 1.331983 -2.783162 0.0 0.0 0.0 0.112
H 3.267152 0.565990 -5.124966 0.0 0.0 0.0 0.094
H 1.432836 -0.673478 -6.214160 0.0 0.0 0.0 0.091
H -0.628567 -1.205978 -4.916100 0.0 0.0 0.0 0.095

---

[6]
40
Properties=species:S:1:pos:R:3:forces:R:3:lowdin_charge:R:1 method="wB97M-V/def2-TZVPD" largest_force_ev_per_a=1.9 spin_multiplicity=1 gap_ha=0.20789 de_lowest_kj_mol=44.8
Au 1.025463 -1.117386 -0.567952 -0.3 1.9 -0.1 0.909
C 2.106373 1.687141 -0.020333 0.0 0.0 0.0 -0.050
N 0.899317 1.066779 -0.625677 -0.2 -1.3 -0.2 -0.262
C -0.319540 1.474578 0.109400 -0.1 0.1 0.1 -0.219
C -0.434654 0.888288 1.523440 0.3 -0.1 -0.1 -0.144
N -0.000225 -0.513476 1.684010 0.1 -0.4 0.3 -0.220
C 1.096772 -0.672403 2.647965 -0.1 0.1 -0.1 -0.083
C -1.070434 -1.453062 1.871959 -0.1 0.0 0.1 -0.289
C -1.292260 -2.055489 3.109623 -0.1 0.1 0.1 -0.034
C -2.342744 -2.939007 3.297089 0.0 0.0 0.1 -0.089
C -3.191676 -3.239696 2.240379 0.1 0.1 0.0 -0.092
C -2.943654 -2.695309 0.993642 0.0 0.1 0.1 -0.121
C -1.876635 -1.812495 0.777920 0.0 -0.2 0.0 -0.610
S -1.505707 -1.319531 -0.858793 0.4 -0.1 0.3 0.653
C 0.874860 1.366428 -2.065660 -0.1 0.3 0.1 -0.298
C 0.063619 2.356939 -2.590324 0.0 0.1 0.1 -0.023
C 0.118066 2.649650 -3.947502 0.0 0.0 0.0 -0.078
C 1.002139 1.959117 -4.761593 0.1 -0.1 0.0 -0.079
C 1.809306 0.960422 -4.227213 0.0 0.0 0.0 -0.101
C 1.749028 0.643995 -2.871772 0.1 -0.1 -0.1 -0.614
S 2.746578 -0.650652 -2.195089 0.0 -0.3 0.3 0.624
H 2.034284 2.770288 -0.131859 -0.1 0.0 0.0 0.111
H 2.995333 1.319856 -0.521349 0.0 0.0 0.0 0.051
H 2.169721 1.438235 1.035036 -0.1 0.0 0.0 0.070
H -1.168774 1.163625 -0.484599 0.0 -0.1 0.0 0.054
H -0.343484 2.563608 0.211389 0.1 0.1 -0.1 0.127
H -1.480499 0.988214 1.809173 -0.1 0.0 0.0 0.136
H 0.142501 1.488463 2.228655 0.0 0.1 0.0 0.117
H 0.825091 -0.342709 3.657128 0.0 0.0 0.0 0.089
H 1.953015 -0.088964 2.320682 0.0 0.0 0.0 0.067
H 1.396323 -1.717841 2.669753 0.0 0.0 0.0 0.100
H -0.649436 -1.826414 3.951131 -0.1 0.0 -0.1 0.100
H -2.490122 -3.396315 4.268916 0.0 0.1 -0.1 0.101
H -4.021948 -3.919487 2.381694 0.0 0.0 0.0 0.102
H -3.561291 -2.962413 0.146038 0.0 0.0 0.0 0.096
H -0.620683 2.906268 -1.955337 0.0 -0.1 -0.1 0.109
H -0.530093 3.412863 -4.359644 0.0 0.0 0.0 0.105
H 1.049925 2.181235 -5.821830 0.0 0.0 0.1 0.107
H 2.485695 0.395149 -4.858981 -0.1 0.0 0.0 0.105
F 1.300448 -2.958492 -0.069517 0.0 -0.1 -0.4 -0.526